Below is a gas-phase ion, C15H26NO2 (charge +1), with properties calculated with ωB97M-V/def2-TZVPD.

Geometry as XYZ:
```
44
Properties=species:S:1:pos:R:3:nbo_charge:R:1
H 3.2998 -0.9843 2.5399 0.237
H -4.0842 0.8448 -0.6618 0.228
H -0.1408 1.8435 2.0806 0.218
H -4.8070 -1.1072 0.5295 0.217
C -1.0064 1.6417 1.4681 -0.251
H -3.8990 3.0080 0.4251 0.228
H 0.2630 2.5935 -1.5082 0.237
C -1.0973 0.4047 0.8457 0.300
H 4.2417 0.0256 1.4404 0.235
H 3.6102 1.0685 -2.0306 0.240
H -1.9222 3.5369 1.8265 0.228
C 1.6447 -2.0266 0.6857 -0.237
H 1.6803 -2.3935 1.7126 0.231
C 2.1534 1.9399 -0.7190 -0.404
C 0.9827 1.7992 -1.6849 -0.614
H 4.2762 -1.7364 1.2647 0.230
C 2.9191 -0.5132 -0.7986 -0.224
C -2.0069 2.5839 1.3307 -0.217
C 3.6478 -0.8822 1.5139 -0.417
H 0.4575 0.8553 -1.5625 0.190
H -0.4882 -2.4038 0.6736 0.225
H 3.7644 -1.1568 -1.0517 0.228
H -3.8629 -0.8959 -1.8212 0.178
O -0.0020 -0.4223 1.0858 -0.565
C -2.2201 0.0854 0.0703 0.222
H 4.1526 1.2140 -0.3712 0.214
O -2.2574 -1.1458 -0.5276 -0.524
C 0.2028 -1.6174 0.3589 -0.077
H 2.0902 -0.7557 -1.4636 0.228
C -3.4700 -1.6191 -1.0986 -0.062
N 2.5049 -0.8212 0.5939 -0.388
H -4.1237 -2.7309 0.6276 0.216
H 1.8561 -0.0623 0.8952 0.477
C -4.5167 -1.9787 -0.0521 -0.642
H 2.5608 2.9467 -0.8159 0.233
C -3.2120 1.0529 -0.0650 -0.263
H -5.3967 -2.3796 -0.5460 0.230
H -3.1632 -2.5149 -1.6452 0.199
H 1.3261 1.8738 -2.7134 0.216
C -3.1086 2.2857 0.5521 -0.196
H 2.0019 -2.8069 0.0141 0.236
H 0.0640 -1.4524 -0.7142 0.200
C 3.2942 0.9548 -0.9926 -0.421
H 1.7909 1.8483 0.3090 0.183
```

Output
Gap between HOMO and LUMO: 8.93 eV
Relative energy (zero: lowest compared OMol25 entry of this formula, charge and spin): 17.0 kcal per mole
LUMO energy: -2.24 eV
SMILES string: CCCC[N@H+](C)CCOc1ccccc1OCC
Net charge: +1
Energy: -21555.479 eV
HOMO: -11.2 eV

***

Below is a single C3H4N2OS2 molecule in a non-equilibrium geometry, with properties calculated with ωB97M-V/def2-TZVPD.

Geometry as XYZ:
```
12
Properties=species:S:1:pos:R:3:nbo_charge:R:1
S 3.5938 -0.1782 0.3434 0.004
N 1.3119 1.0358 -0.1357 -0.531
H -1.9189 -1.5841 0.8096 0.380
N -1.2993 -0.7233 0.7812 -0.841
O -0.6582 2.0797 -0.2408 -0.638
S 0.9895 -1.5273 -0.5155 0.222
C -0.5594 -0.5418 -0.4063 -0.253
C 0.0577 0.9486 -0.3834 0.624
H -0.7371 -0.8905 1.6406 0.385
C 1.9914 -0.1048 -0.0459 -0.099
H -1.1515 -0.6357 -1.3171 0.233
H -1.6199 2.1215 -0.5301 0.514
```

Output
Gap between HOMO and LUMO: 7.97 eV
Relative energy (zero: lowest compared OMol25 entry of this formula, charge and spin): 26.2 kcal per mole
LUMO energy: -0.60 eV
SMILES string: N[C@@H]1SC(=S)N=C1O
Energy: -29873.006 eV
HOMO: -8.6 eV

***

Below is a gas-phase ion, C3H8FN2 (charge +1) in a non-equilibrium geometry, with properties calculated with ωB97M-V/def2-TZVPD.

Geometry as XYZ:
```
14
Properties=species:S:1:pos:R:3:nbo_charge:R:1
H 0.2651 -2.1974 -0.2569 0.445
H -1.8031 -0.6833 1.2723 0.250
N 1.1710 1.9146 0.8395 -0.581
H 1.8020 2.7123 0.4198 0.410
C 0.8786 1.0862 -0.0195 0.595
H 0.5237 -0.6856 1.3273 0.256
C -1.5128 -0.1289 0.4289 -0.634
H -1.9441 -0.4216 -0.5730 0.221
H -0.2172 -1.2334 -1.4659 0.452
C 0.0195 -0.2759 0.3872 -0.118
H -1.7496 0.9683 0.5417 0.271
N 0.3352 -1.2707 -0.5924 -0.672
F 0.8572 1.2755 -1.4274 -0.360
H 1.3745 -1.0600 -0.8815 0.466
```

Output
Gap between HOMO and LUMO: 11.52 eV
Relative energy (zero: lowest compared OMol25 entry of this formula, charge and spin): 49.0 kcal per mole
LUMO energy: -4.08 eV
SMILES string: [H]/N=C(\F)[C@@H](C)[NH3+]
Net charge: +1
Energy: -8930.212 eV
HOMO: -15.6 eV

***

Below is 9 unconnected molecules or ions with the total composition C4H27N3O9 in a non-equilibrium geometry, with properties calculated with ωB97M-V/def2-TZVPD.

Geometry as XYZ:
```
43
Properties=species:S:1:pos:R:3:nbo_charge:R:1
O 2.4767 0.1716 1.1915 -0.542
C 1.6418 0.6945 0.4497 0.716
H -0.2904 2.2426 3.3052 0.481
H -0.2494 -2.4498 -1.3903 0.174
H -0.8205 1.2551 -0.3359 0.292
C -1.0367 -1.8933 -1.9261 -0.225
O 2.8211 1.6036 -3.1050 -0.945
H -0.8086 -3.0508 3.2199 0.495
H 3.4253 1.1145 -2.5342 0.479
N 0.6625 -0.1142 -0.1617 -0.227
H -2.2886 -0.1327 -1.8022 0.251
H -0.8245 -3.1894 1.7060 0.464
O -1.3660 -3.3322 2.4853 -0.950
H 1.3789 2.8683 -2.0563 0.510
H -1.8008 1.8360 3.8115 0.503
N -0.4590 -1.5631 -3.2603 -0.787
H 2.2410 -3.4630 0.9095 0.494
O -3.5474 3.0690 -0.3046 -0.914
O 0.7054 -1.4339 2.7745 -0.937
H -0.0143 0.9379 -1.7998 0.325
H 0.2071 -0.9477 2.1146 0.455
H 0.4211 4.1173 -2.1500 0.505
H -1.9103 -2.5191 -2.0676 0.224
H 1.5643 -0.9987 2.7853 0.487
H -2.8993 -1.9322 2.0417 0.525
H 2.4286 2.5085 0.6578 0.436
H 2.6625 -2.0581 0.5172 0.473
H 0.8445 2.5677 0.0585 0.447
H -3.4352 2.1191 -0.3316 0.459
H -3.7942 -1.5080 0.7032 0.486
H 0.9427 -1.1007 -0.1773 0.466
N 1.6712 2.0113 0.2273 -0.790
O 2.3594 -2.8922 0.1407 -0.954
H 0.1156 -0.7513 -3.0202 0.300
O -1.0754 1.7194 3.2118 -0.983
H 0.3209 -2.1795 -3.4878 0.364
H -2.1505 -0.9920 -0.4088 0.306
O 0.5906 3.2904 -1.6878 -1.002
C -0.4258 0.3927 -0.9197 -0.303
H 2.3657 0.8984 -3.5814 0.477
O -3.1064 -1.3088 1.3360 -0.996
C -1.4939 -0.6126 -1.2044 -0.502
H -2.6970 3.4236 -0.5634 0.460
```

Output
Gap between HOMO and LUMO (spin up / spin down): 10.18 / 4.61 eV
Relative energy (zero: lowest compared OMol25 entry of this formula, charge and spin): 0.0 kcal per mole
LUMO energy (spin up / spin down): -3.19 / -8.74 eV
<S²>: 0.7611
Net charge: +1
Energy: -27475.235 eV
HOMO (spin up / spin down): -13.4 / -13.4 eV
2S+1: 2

***

Below is a single C5H13NS molecule in a non-equilibrium geometry, with properties calculated with ωB97M-V/def2-TZVPD.

Geometry as XYZ:
```
20
Properties=species:S:1:pos:R:3:nbo_charge:R:1
H 2.0260 -0.1136 -0.8618 0.213
H -0.3978 0.5617 -2.6666 0.196
H 2.8749 -1.6979 2.7284 0.123
S 1.9183 -0.7769 2.7411 -0.073
H -2.9494 -0.1901 -0.2862 0.203
H 0.3417 1.8021 -0.6467 0.193
H -1.5623 1.6855 -2.0033 0.167
C 1.4038 -1.0866 0.9937 -0.497
H -1.9571 -0.0186 -2.4812 0.204
H 2.0194 -1.9191 0.6669 0.225
C -1.9763 -0.1513 0.1992 -0.408
H -1.8467 -1.0451 0.8119 0.191
H 2.2102 0.8037 0.5571 0.214
C 1.5029 0.1150 0.0685 -0.430
N -0.8525 0.1034 -0.6940 -0.466
H -2.0401 0.6414 0.9564 0.171
C 0.2109 0.8714 -0.0845 -0.217
C -1.2493 0.6402 -1.9721 -0.410
H -0.0664 1.2556 0.9059 0.185
H 0.3900 -1.4808 1.0671 0.217
```

Output
Gap between HOMO and LUMO: 9.45 eV
Relative energy (zero: lowest compared OMol25 entry of this formula, charge and spin): 24.0 kcal per mole
LUMO energy: 0.96 eV
SMILES string: CN(C)CCCS
Energy: -17720.212 eV
HOMO: -8.5 eV

***

Below is 2 unconnected molecules or ions with the total composition C6H14O, with properties calculated with ωB97M-V/def2-TZVPD.

Geometry as XYZ:
```
21
Properties=species:S:1:pos:R:3:nbo_charge:R:1
H 2.9855 0.1513 0.6831 0.224
H -3.2734 -0.6563 -0.8121 0.210
H 1.2333 -1.0601 -0.3226 0.213
C 0.8748 -0.0679 -0.0138 -0.180
C -2.5094 0.0237 -1.2019 -0.606
H -0.1862 1.5739 -0.8139 0.188
H 0.6355 -1.1728 1.7660 0.481
C 0.0440 0.5441 -1.1249 -0.406
C -1.1231 -0.3524 -0.7468 -0.212
H 1.7466 -0.6225 2.6159 0.460
C -0.6497 -0.2630 0.7022 -0.450
O 1.4518 -1.4431 2.2080 -0.946
H -2.7600 1.0478 -0.9065 0.203
H -0.8920 -1.3781 -1.0678 0.192
H -1.0505 -1.0849 1.3351 0.215
H 0.4377 0.5364 -2.1405 0.203
H -2.5335 -0.0321 -2.2965 0.213
H 1.9546 1.5294 1.1216 0.206
H -0.9879 0.6630 1.1907 0.207
H 2.4706 1.3020 -0.5384 0.215
C 2.1314 0.7616 0.3630 -0.631
```

Output
Gap between HOMO and LUMO: 11.67 eV
Relative energy (zero: lowest compared OMol25 entry of this formula, charge and spin): 41.9 kcal per mole
LUMO energy: 0.97 eV
SMILES string: C[C@H]1C[C@@H](C)C1.O
Energy: -8495.076 eV
HOMO: -10.7 eV

***

Below is a molecular structure, C28H26MoN6O4S in a non-equilibrium geometry, with properties calculated with ωB97M-V/def2-TZVPD.

Geometry as XYZ:
```
66
Properties=species:S:1:pos:R:3:nbo_charge:R:1
H -1.7229 -2.9032 2.5982 0.240
C -3.2280 -0.3305 -1.5091 0.129
C -0.4562 -1.5589 1.5128 -0.022
C -1.6888 1.6136 3.7821 0.059
C -4.3719 1.2905 4.2340 -0.175
H -3.9643 1.9296 6.2461 0.260
H 6.0714 -0.4438 -4.4090 0.228
H 2.1221 -4.3594 1.3901 0.239
H -0.5796 0.2063 -4.1701 0.256
C 2.2966 -0.9884 -3.3413 -0.203
C 5.5252 -1.7236 -0.6072 -0.657
O -5.3538 -0.8017 -0.5794 -0.449
C 0.2050 -3.7517 2.0892 -0.142
C -2.5607 -0.5508 -3.7740 -0.092
C 1.1437 0.0999 0.5498 0.779
O -5.7825 0.4162 1.8637 -0.444
O 2.2242 0.5218 0.3139 -0.473
C -3.8074 1.0509 3.0050 0.143
Mo -1.7889 0.8409 0.8454 1.375
C 0.7626 -1.2936 0.8669 -0.306
H 1.0256 -1.7103 -1.7661 0.200
H 6.5961 -0.0146 -2.7825 0.227
C 1.6915 -2.3507 0.7665 0.261
C 4.6630 -0.9858 -2.8819 0.024
C 2.0376 -1.4548 -2.0636 -0.299
C -3.5518 1.7213 5.2676 -0.086
C 4.4096 -1.4478 -1.5841 -0.045
H -1.1784 6.2869 -0.2611 0.426
C -1.3428 0.0181 -3.4287 -0.211
O 0.0616 0.9922 0.6042 -0.692
H 0.2353 5.0160 1.1192 0.427
C -1.4625 4.3148 0.2196 0.372
H 3.6206 -2.8246 0.4378 0.414
H -1.5146 2.1764 5.8264 0.262
C 3.5980 -0.7490 -3.7440 -0.208
H -0.1608 3.3767 1.4613 0.420
C -0.7708 -2.7484 2.1102 -0.239
H -2.5321 5.5164 -1.0042 0.440
H -0.6296 1.6916 3.5690 0.222
H -5.4332 1.1203 4.3586 0.281
H -4.5042 -1.1366 -2.9898 0.278
N -3.7321 0.2443 0.7455 -0.748
N -2.0311 0.1784 -1.1575 -0.469
C -3.5238 -0.7252 -2.7905 -0.178
H 1.4870 -0.8541 -4.0490 0.201
C -4.2638 -0.3488 -0.4200 0.645
C -2.1875 1.8696 5.0379 -0.214
N -0.3963 4.2382 1.0018 -0.737
H -1.2043 -0.7691 1.6608 0.077
H -0.1516 0.7860 -1.8200 0.241
H 6.4721 -1.3241 -0.9577 0.244
C 1.3942 -3.5581 1.4322 -0.208
S -2.5695 3.0115 -0.0548 0.008
H 5.6748 -2.7999 -0.4619 0.221
C -1.0991 0.3614 -2.1173 0.073
H 6.6550 -1.6925 -3.3118 0.231
H 0.0056 -4.6978 2.5750 0.247
H 5.3173 -1.2756 0.3666 0.226
H -2.7635 -0.8383 -4.7972 0.256
C -4.5989 0.5314 1.8283 0.648
C 6.0733 -0.7710 -3.3713 -0.640
N 2.8728 -2.2467 0.0893 -0.587
H 3.7952 -0.3922 -4.7470 0.221
C 3.0931 -1.6789 -1.1925 0.246
N -1.7280 5.4527 -0.4000 -0.728
N -2.4949 1.2268 2.7693 -0.494
```

Output
Gap between HOMO and LUMO (spin up / spin down): 4.70 / 4.62 eV
Relative energy (zero: lowest compared OMol25 entry of this formula, charge and spin): 40.8 kcal per mole
LUMO energy (spin up / spin down): -7.74 / -7.82 eV
<S²>: 2.0197
Net charge: +2
Energy: -59268.001 eV
HOMO (spin up / spin down): -12.4 / -12.4 eV
2S+1: 3

***

Below is 2 unconnected molecules or ions with the total composition C5H7NO in a non-equilibrium geometry, with properties calculated with ωB97M-V/def2-TZVPD.

Geometry as XYZ:
```
14
Properties=species:S:1:pos:R:3:nbo_charge:R:1
H -1.4946 -1.6409 1.1568 0.213
H -1.3175 0.1475 0.8992 0.179
H 2.3067 -0.0500 0.2920 0.203
N 0.5283 -1.0924 0.7963 -0.381
C 1.2295 0.1331 0.2967 -0.228
O -1.0191 2.6230 0.1116 -0.504
C -0.1819 -1.1619 -0.5261 -0.089
C -0.9097 -0.8410 0.7105 -0.277
H 0.0074 0.8705 -1.4809 0.209
H 1.0310 1.0446 0.8724 0.184
H 1.3057 -0.2845 -1.8625 0.214
H -0.3294 -2.1094 -1.0372 0.202
C -1.8060 2.3517 0.8843 0.512
C 0.5843 0.0219 -1.1007 -0.437
```

Output
Gap between HOMO and LUMO: 10.20 eV
Relative energy (zero: lowest compared OMol25 entry of this formula, charge and spin): 63.7 kcal per mole
LUMO energy: 1.07 eV
Energy: -8833.442 eV
HOMO: -9.1 eV